Entry from the Open Molecules 2025 dataset: C20H31O5RhS as an isolated structure at a distorted geometry (the ωB97M-V functional and the def2-TZVPD basis).

Geometry as XYZ:
```
58
Properties=species:S:1:pos:R:3
O 0.29010 -0.12477 -4.68008
C 0.21336 1.19079 -5.32937
C -0.00168 0.61419 -6.73366
H 1.15398 1.75738 -5.22733
H -0.63741 1.78584 -4.96431
C 0.16110 -0.75230 -5.99979
H 0.77536 0.83668 -7.47189
H -0.99052 0.76595 -7.17499
C 1.43358 -1.44536 -6.45334
H 2.27684 -0.74664 -6.44032
H 1.30649 -1.83039 -7.47353
H 1.65079 -2.29509 -5.80385
C -1.05391 -1.65598 -6.11077
H -1.96431 -1.12118 -5.82088
H -0.91517 -2.53793 -5.47963
H -1.15249 -1.99918 -7.14818
Rh 0.30977 -0.67924 2.94098
C -1.91849 -0.97377 4.21539
C -1.82475 0.43721 4.41445
C -2.12134 1.07957 3.16947
H -1.63637 0.91706 5.36814
C -2.39020 0.06865 2.19556
C -2.22424 -1.20782 2.82017
H -2.46520 -2.16038 2.34815
H -1.96950 -1.69635 5.02902
H -2.10506 2.14922 2.97180
H -2.69205 0.24444 1.16429
C 0.91496 -1.87424 4.48359
C 0.13785 -2.64436 3.56206
C 0.70027 -2.53306 2.25840
H -0.71943 -3.27887 3.81415
C 1.89080 -1.71390 2.35683
C 2.02821 -1.30701 3.74955
H 2.72757 -0.56901 4.12756
H 0.64990 -1.67593 5.52157
H 0.28186 -2.97573 1.35112
H 2.43448 -1.29487 1.50975
O 0.14777 0.15298 0.62295
C -0.17466 -0.66455 -0.50979
C -0.39299 0.28495 -1.65993
H -1.04211 -1.28846 -0.25505
H 0.67020 -1.34591 -0.68916
C 0.47884 1.47523 -1.30976
H -1.44932 0.57208 -1.66231
H -0.13445 -0.16291 -2.61665
C 0.38660 1.51266 0.19551
H 0.14876 2.40564 -1.76373
H 1.51501 1.27547 -1.59033
H -0.46937 2.10489 0.54995
H 1.27666 1.87226 0.72383
C 0.37379 3.41985 5.05458
S 1.26318 1.90789 4.71999
O 2.69562 2.12854 4.80854
O 0.71634 0.93355 5.67755
O 0.81312 1.56394 3.29351
H 0.48782 3.64842 6.12005
H -0.67852 3.24672 4.79857
H 0.81254 4.20313 4.43163
```

Summary:
Relative energy (zero: lowest compared OMol25 entry of this formula, charge and spin) = 0.0 kJ/mol
Total energy = -1665.3274 Ha
Frontier orbital gap (spin up / spin down) = 6.7 / 6.5 eV
Highest occupied orbital energy (spin up / spin down) = -6.2 / -8.6 eV
2S+1 = 5
Charge = 0

Entry from the Open Molecules 2025 dataset: C20H32AuN2O2SSi as an isolated structure at a distorted geometry (the ωB97M-V functional and the def2-TZVPD basis).

Geometry as XYZ:
```
59
Properties=species:S:1:pos:R:3
Au 0.11756 1.50605 -0.12280
N 0.01247 5.75604 1.22027
C -0.14793 4.55105 0.65241
O 0.75638 4.08787 -0.06588
C -1.42959 3.81150 0.94307
C -1.61296 2.58745 0.10561
H 0.83786 6.27835 0.96347
H -0.75338 6.20344 1.73295
H -2.26587 4.49510 0.76292
H -1.44454 3.58712 2.01447
H -1.91194 2.82920 -0.92841
H -2.36558 1.89104 0.49978
C 3.23458 2.21235 -1.59328
Si 2.52347 1.39224 -0.07994
C 3.09378 2.25761 1.46940
C 3.29189 -0.36093 0.05700
C 3.70954 -1.05672 -1.07568
C 4.18374 -2.35043 -1.00571
C 4.27694 -2.97526 0.21663
C 3.85623 -2.32226 1.35705
C 3.37136 -1.02531 1.27229
H 4.33419 2.33533 -1.49955
H 2.79461 3.21822 -1.65694
H 3.02763 1.67610 -2.52845
H 4.19087 2.22265 1.52335
H 2.65889 1.80410 2.38050
H 2.74236 3.30924 1.43163
H 3.63514 -0.58708 -2.06391
H 4.47584 -2.87004 -1.92372
H 4.68358 -3.99359 0.28348
H 3.92683 -2.80482 2.32922
H 3.09678 -0.52181 2.19785
C 0.39089 -0.99992 -2.69049
C 0.37542 -1.94816 -1.50212
O 0.31303 -1.17723 -0.30076
C 0.04588 -1.91973 0.88295
C -0.21635 -0.96761 2.04579
H 0.50308 -1.55719 -3.63156
H 1.22171 -0.28628 -2.59922
H -0.55798 -0.44468 -2.72681
H 1.26936 -2.59443 -1.47800
H -0.49359 -2.61402 -1.54587
H 0.90074 -2.57696 1.10394
H -0.81005 -2.58238 0.68044
H 0.63940 -0.28663 2.17197
H -0.29898 -1.54815 2.96294
H -1.13054 -0.36646 1.90686
S -2.86197 -0.31535 -1.06987
C -4.18536 -1.30817 -0.63307
N -5.39522 -1.17194 -1.26180
C -6.49856 -1.93752 -0.98631
C -6.40910 -2.93974 -0.05493
C -5.19175 -3.15274 0.61470
C -4.10587 -2.33966 0.34657
H -5.44072 -0.43913 -1.94968
H -7.41524 -1.71243 -1.53291
H -7.29543 -3.55487 0.13044
H -5.11002 -3.93773 1.37843
H -3.14352 -2.46467 0.86929
```

Summary:
Relative energy (zero: lowest compared OMol25 entry of this formula, charge and spin) = 0.0 kJ/mol
Total energy = -1864.3754 Ha
Frontier orbital gap (spin up / spin down) = 8.1 / 5.0 eV
Highest occupied orbital energy (spin up / spin down) = -10.4 / -10.4 eV
2S+1 = 3
Charge = +1

Entry from the Open Molecules 2025 dataset: C20H32Br14FN3O3 as an isolated structure at a distorted geometry (the ωB97M-V functional and the def2-TZVPD basis).

Geometry as XYZ:
```
73
Properties=species:S:1:pos:R:3
N -0.24511 -1.66151 6.59685
C -0.38302 -1.52509 5.31820
C -0.73518 -1.22101 3.73004
C 0.58547 -1.20591 2.75958
C 1.73657 -0.10052 3.18674
O 2.02802 0.82912 2.23673
F 2.41357 -0.02144 4.50254
C -1.67184 0.12125 3.65648
C -3.22240 -0.32521 3.28259
N -4.40707 -0.83375 3.15062
O -1.18560 1.17689 2.75540
N -0.64438 2.10545 3.60443
O -1.31098 3.12884 3.60709
H -1.40741 -2.13482 3.36062
H 1.10878 -2.27129 2.88897
H 0.29782 -1.15755 1.60279
H -1.70440 0.57023 4.76236
Br 3.25935 -2.54626 1.01881
C 4.52902 -1.27943 0.25157
C 4.31801 -1.12743 -1.23730
Br 5.04149 -2.65406 -2.21183
H 5.52966 -1.63055 0.51533
H 4.33269 -0.33395 0.76683
H 4.86757 -0.26099 -1.61706
H 3.26566 -1.03761 -1.51976
Br 7.33312 -0.37595 -5.08612
C 7.37026 1.09553 -3.80591
C 8.63081 1.06385 -2.97262
Br 8.53169 -0.31366 -1.59552
H 6.45507 1.02623 -3.21282
H 7.33486 2.00337 -4.41628
H 8.75449 2.00378 -2.42657
H 9.53315 0.86657 -3.55756
Br -9.16688 -0.78504 1.75934
C -9.12974 0.68644 3.03954
C -7.86919 0.65476 3.87283
Br -7.96831 -0.72275 5.24993
H -10.04493 0.61714 3.63263
H -9.16514 1.59428 2.42917
H -7.74551 1.59469 4.41889
H -6.96685 0.45748 3.28789
Br -11.10472 1.24861 6.58517
C -12.98802 1.24174 6.07651
C -13.16334 0.82739 4.63362
Br -12.69884 2.28214 3.42048
H -13.38129 2.23787 6.29374
H -13.45984 0.51547 6.74576
H -14.21349 0.60496 4.42233
H -12.54993 -0.03240 4.35116
Br 2.29105 -0.05800 -3.86469
C 1.99261 1.72096 -3.12185
C 3.18602 2.61850 -3.35548
Br 4.63771 2.19697 -2.12315
H 1.74802 1.58901 -2.06502
H 1.11333 2.10446 -3.64888
H 2.92947 3.66139 -3.14694
H 3.59388 2.54405 -4.36711
Br 7.98065 1.98689 -8.55349
C 9.03545 0.34589 -8.54398
C 10.29744 0.50214 -9.36088
Br 9.91699 0.40966 -11.27150
H 8.38323 -0.45524 -8.90024
H 9.27754 0.17052 -7.49107
H 10.98575 -0.32594 -9.16734
H 10.81504 1.44869 -9.18359
Br -2.61100 -2.21163 1.71226
C -1.57877 -2.80649 0.16753
C -2.47304 -3.42350 -0.88316
Br -3.01498 -5.22744 -0.37733
H -0.81071 -3.48876 0.53999
H -1.09889 -1.90162 -0.21835
H -1.93208 -3.54287 -1.82660
H -3.38844 -2.85355 -1.06334
```

Summary:
Total energy = -37306.9457 Ha
Frontier orbital gap = 8.4 eV
Highest occupied orbital energy = -9.8 eV
Charge = 0